Record 1
C58H56GeN4O4P2Pt as an isolated structure. Source: OMol25; level of theory: the ωB97M-V functional and the def2-TZVPD basis.

Geometry as ORCA input:
```
! RIJCOSX wB97M-V def2-TZVPD def2/J DEFGRID3
* xyz 1 4
C 1.3016 2.0191 -3.4704
C -1.4909 3.0337 0.8848
H -4.5767 -1.4670 2.2308
H 3.2549 -0.4903 2.0965
C 2.2597 4.1312 -4.1193
H -3.7012 -1.3548 -6.9474
C -2.4168 -4.2173 -1.7066
H -0.6371 2.5693 -1.0355
C -4.9220 -0.5183 1.8357
C -5.8486 1.9041 0.8464
C -2.4296 -0.2473 -3.4700
C -3.1558 4.7804 0.8977
H -6.8363 -0.6931 2.7813
N 1.8909 -3.0430 3.4286
C -1.2115 -2.4307 -0.6599
O -2.7900 0.4238 -1.2357
Ge 2.2080 0.3849 -1.2075
C 2.3252 -2.4775 -1.4292
H 3.1408 -2.7564 5.0527
H 2.2756 -2.4371 -0.3424
C -2.3891 3.8477 1.5794
C -1.3456 3.1887 -0.4917
C 3.0017 -2.3292 4.0609
C 2.4261 -3.7091 -2.0651
H 2.4935 -5.0209 3.0215
C 3.0835 2.9756 -2.1712
C 2.3437 4.8330 2.4049
C 2.4857 -3.7681 -3.4550
C 1.3494 3.1038 -4.3381
H 0.5534 -5.0798 1.3660
C 1.9138 3.8603 4.5636
C -1.2166 -3.5631 -1.4630
C -2.1163 4.1241 -1.1738
C -2.0779 -1.3095 -5.5644
C -1.8808 -0.3402 2.5174
H -0.9028 0.9561 3.9619
H 3.2921 5.4670 4.2291
H 4.7793 -1.2035 -1.0403
H -5.2214 -0.1366 -5.3901
H 3.9279 -2.4866 3.4994
H 2.8672 5.5523 1.7861
N 0.0358 -3.1405 2.0403
H -1.0976 -4.8706 1.9447
C 2.3625 -0.4058 2.7185
H -0.2586 -4.5761 4.2608
C 3.8387 0.5176 -0.1443
H -3.8493 5.4095 1.4430
C 2.6803 -0.8600 4.1243
N -1.1741 -2.0418 -6.4961
P -0.3903 1.8943 1.7858
C -3.5950 -3.7285 -1.1550
C 0.4025 -5.0097 3.5065
H -7.6528 1.4854 1.9274
H 2.0836 0.6457 2.7146
H 2.5591 -4.7263 -3.9551
H 2.4898 -2.6416 -5.2819
H -0.4436 -2.7125 1.2649
C -1.5823 -0.9263 -4.3369
H -2.7296 -0.6968 3.0955
H -1.0463 -1.0189 2.6461
C -1.9112 0.1656 -2.1250
H -4.3909 0.5360 -3.1429
C 1.0013 2.9841 3.9831
C 2.3032 -1.2895 -2.1705
H 2.0941 3.8208 5.6310
H -4.5245 -2.2023 0.0081
C -3.5860 -2.5909 -0.3619
O -0.0200 -2.1927 -6.1475
C -2.3868 -1.9332 -0.0795
H -3.9562 2.0480 -0.1549
H 3.8410 4.8617 -2.8650
H 2.1615 -4.6493 4.7057
H -3.6270 5.6407 -1.0147
H -0.5681 -1.1727 -4.0509
P -2.3602 -0.2619 0.6875
H 6.8242 -1.0500 0.3256
C -6.2005 -0.0831 2.1514
C 2.5838 4.7830 3.7766
H 1.8193 -0.7025 4.7820
H 0.3915 -6.0944 3.6187
C -3.7410 0.0243 -3.8426
H -6.2031 2.8535 0.4605
O -1.6427 -2.4369 -7.5412
C 6.1648 0.6810 1.4136
C 6.0277 -0.3277 0.4668
H 7.0648 0.7418 2.0154
H 2.3013 4.9753 -4.7982
H 0.5786 1.2383 -3.6460
C -4.0973 0.2462 1.0027
C 1.0857 -2.4215 2.5215
C -4.2049 -0.3614 -5.0933
H -0.2632 -1.9008 -0.5081
H -2.4371 -5.0977 -2.3382
C -3.3687 -1.0374 -5.9692
H 2.3503 -0.4580 -4.1605
H 0.6761 3.1457 -5.1873
C 3.1239 4.0666 -3.0352
H -2.3258 1.6854 3.2248
C 4.8723 -0.4091 -0.3073
H -0.2887 -3.9081 -1.9068
C -3.0248 4.9136 -0.4822
C 5.1474 1.6169 1.5800
C 0.7524 3.0339 2.6149
C -6.6611 1.1370 1.6650
C 2.3669 -1.3630 -3.5625
C -1.4544 1.0634 3.0279
O -0.6851 0.1757 -1.9292
C 1.8112 -4.4859 3.6894
H -2.0013 4.2339 -2.2459
H -4.5366 -4.2230 -1.3608
C 2.4536 -2.5981 -4.2008
H 1.2561 4.0103 0.7539
H 5.2493 2.4123 2.3118
H 2.4587 -4.6222 -1.4817
H -2.4897 3.7726 2.6568
C -0.0621 -4.5952 2.1299
C 3.9957 1.5281 0.8075
C -4.5766 1.4566 0.5076
H 0.4854 2.2671 4.6119
H 3.7815 2.9361 -1.3436
C 2.1722 1.9343 -2.3746
N 1.2488 -1.1788 2.1209
Pt 0.3463 0.0695 0.4957
H 3.5254 -0.2976 4.5212
C 1.4340 3.9627 1.8247
H 3.2054 2.2506 0.9634
*
```

As for the expectation value of S²: 3.765. Its energy above the lowest of the compared OMol25 structures with the same formula, charge and spin is 0.46 kcal/mol. The orbital gap (alpha / beta) is 6.85 / 6.82 eV.

---

Record 2
C58H62BiGe2N3O6S5 as an isolated structure. Source: OMol25; level of theory: the ωB97M-V functional and the def2-TZVPD basis.

Geometry as ORCA input:
```
! RIJCOSX wB97M-V def2-TZVPD def2/J DEFGRID3
* xyz -2 1
N 2.1023 -3.6970 -3.2763
H -2.5877 -0.6509 -2.2402
C -1.5110 -4.1429 0.1969
H 3.5704 4.9909 4.7343
C -3.6916 0.9258 1.3237
C -2.4647 2.3335 2.8679
C 0.8810 -3.5943 4.0766
H -4.6820 -1.3315 4.4852
C 0.7217 -4.8292 -0.2681
H 3.3886 -3.5470 -1.6444
H 2.1179 -3.8582 -4.2764
C -1.9829 -1.8010 -3.9351
H 0.2846 0.2870 5.7341
H -2.5064 -1.9762 1.8148
H 0.3567 3.8401 -5.5801
C -1.0877 -3.5226 1.3724
H 4.8926 -0.4211 -4.5555
Ge 1.2437 -0.4929 1.1969
H -2.2087 2.6888 -3.3789
C -1.0679 -5.3859 -1.9489
O 5.2963 -2.6748 -3.8961
H -5.2214 0.3010 -0.0547
H -2.5354 1.7356 4.9168
H -2.5648 -4.1280 -0.0650
H -0.9957 0.0039 -3.9218
H 3.0856 -3.3642 1.4506
C 1.7959 4.5262 -4.1556
H 3.1988 -4.8450 0.4981
H -0.5179 -6.3069 -2.1608
C -3.2486 -3.8175 -4.3268
C -2.1161 -2.8867 2.2693
H -4.6955 -0.7463 2.1989
H -0.2548 1.0365 4.2398
H 2.1050 5.7219 -0.3364
C 2.0012 4.8423 -2.8204
C 3.6616 2.8931 4.2576
H 1.7991 3.4795 5.1354
H 0.0206 2.0405 5.6703
C -2.8567 1.5011 3.9065
H 4.2809 0.6529 -3.2883
H -0.8882 -4.6891 -2.7743
C 1.2871 5.0054 -0.4249
O -4.5754 -5.9382 -2.3989
H 0.4178 5.4034 0.1001
C -3.5725 4.0346 0.3964
C -2.6094 3.0280 0.4756
C 0.2727 -3.5075 1.6843
C -2.7852 -1.5386 -2.8304
H -3.4363 -4.7121 -4.9077
H 3.3871 3.5475 -5.1954
S 1.2323 1.7615 1.4338
C -1.8333 3.4340 -4.0831
H -4.4281 -2.2220 -1.6115
H 2.5700 4.7679 -6.1492
C -4.1575 0.5432 -0.0537
H -1.6060 -3.1668 -5.5504
H 3.6909 5.2680 -4.8696
O 3.1396 1.1156 -5.7660
C 1.1848 -4.2092 0.8798
C 0.5251 4.1217 -4.5462
H 4.0436 -4.5802 -2.9399
H -4.5751 0.0300 5.6078
C 2.6302 -4.3400 1.2802
H -2.1335 -5.6169 -1.9630
C 2.9278 4.5378 -5.1449
C 3.8472 0.5452 3.6723
H 5.3917 1.9895 3.3731
Bi 1.4389 -1.1290 -2.5218
C -3.6549 0.3829 3.6876
C -3.4514 5.0746 -0.5038
C -2.3505 5.1098 -1.3387
C 1.8055 1.3920 4.6681
H -0.6492 3.4748 2.7010
H -2.5961 4.2131 -4.1615
H -3.1553 -0.9633 5.2870
C 1.9241 -1.0221 4.0458
H -1.7313 2.9598 -5.0592
C -2.8730 2.0299 1.5608
C 4.2554 4.2761 4.2779
C 1.2971 -1.5213 2.8939
H -3.9788 1.3251 -0.7902
N -0.9016 -0.9576 -4.2227
C -3.8017 -2.4132 -2.4736
O -6.1649 -4.8589 -3.9031
H -2.9550 -3.5685 2.4242
C -1.6383 3.5586 3.1561
Ge -0.1163 1.6053 -0.3602
H 1.5319 -3.6854 6.1194
S -0.7682 -0.4943 0.1556
C 3.4643 -3.6791 -2.7277
H 1.5177 -4.4021 -2.8459
C 1.4719 -3.0845 5.2196
S 0.9233 1.4620 -2.2681
C -4.0701 0.1192 2.3946
O -5.9635 -4.0965 -1.5821
C 4.2221 -2.4885 -3.3187
C 0.8019 -2.8366 2.9112
H 2.7263 -4.9220 2.2009
H -4.4193 3.9876 1.0715
C 2.0045 -1.8080 5.1941
C -0.5051 3.9809 -3.6307
H 2.9870 5.1609 -2.4952
H -1.7031 -2.6155 3.2410
H 4.2218 -1.0115 2.2278
C 0.9893 4.7196 -1.8735
H -2.2242 5.9166 -2.0513
C 2.5351 0.3397 4.1154
H -2.1095 4.4584 2.7548
C 4.6667 -0.5959 3.1338
C -4.0392 -3.5596 -3.2133
O 1.7218 -0.1659 -4.6070
H 5.6737 -0.2612 2.8852
H 4.7381 -1.4054 3.8643
H -4.2044 5.8521 -0.5503
S 2.8334 -1.0989 -0.1395
C -0.2649 4.2659 -2.2811
C -1.3829 4.1083 -1.3006
H 2.4933 -1.3974 6.0708
S -5.3156 -4.7217 -2.7281
H 1.4273 -5.3976 -0.8685
C -1.5015 3.0380 -0.3893
C -0.6179 -4.7776 -0.6518
C 2.8937 0.3210 -4.8690
H -3.6256 -0.3539 -0.3767
H 4.4703 4.6178 3.2635
H 5.1932 4.2986 4.8375
H -0.5049 -1.0093 -5.1488
N 3.5780 -1.3244 -3.1913
C 0.3878 1.1779 5.1129
C 4.0182 -0.1777 -3.9538
H 1.5963 4.0936 0.0953
C -4.0417 -0.5192 4.8285
H 0.4838 -4.6030 4.0655
C 4.3846 1.8237 3.7427
C -2.2258 -2.9535 -4.6853
H -1.5081 3.6868 4.2313
C 2.3809 2.6563 4.7324
*
```

Its energy above the lowest of the compared OMol25 structures with the same formula, charge and spin is 0.00 kcal/mol. The orbital gap is 7.10 eV.

---

Record 3
C58H62Ge2NO4Sn as an isolated structure. Source: OMol25; level of theory: the ωB97M-V functional and the def2-TZVPD basis.

Geometry as ORCA input:
```
! RIJCOSX wB97M-V def2-TZVPD def2/J DEFGRID3
* xyz 1 1
C -0.4043 4.5005 4.4776
C -0.2734 3.7179 2.1881
C 2.8823 0.5975 -2.8235
H -3.5130 1.6249 4.1732
Ge -1.5355 -0.2390 -2.5850
C 0.2592 -2.5218 1.3386
H 1.9579 2.7652 -0.4173
H -1.6460 4.9136 -0.8085
C 2.9054 -1.2305 -0.5323
H -7.9012 0.3188 -1.0765
H 0.4629 4.4425 0.3447
C 1.8544 -2.1078 -1.2384
C 6.6783 1.4083 1.3623
C -0.0276 -3.1226 -2.2808
C -1.7991 -3.0226 2.4851
C 0.3340 2.5474 2.6475
C -4.1652 0.8572 3.7510
H 2.0494 -1.9799 -2.3039
H -0.4495 2.9778 0.1776
C -4.7986 1.3551 -0.1482
C -0.0053 -3.6824 -4.6343
H 2.1696 -1.6397 2.8900
C -1.7912 -2.5784 0.1190
C -5.1792 2.4631 0.6091
C -2.9362 0.6926 -1.5781
C -7.1409 0.9289 -0.6062
C 4.2915 1.1989 1.6078
C 2.5886 1.0640 -1.5472
Sn 0.1785 0.6701 1.6134
C -0.7497 -5.2993 -3.0298
H -8.5454 2.3130 0.2463
C 3.3440 -3.3183 0.1223
C -0.4336 -2.8208 2.5163
H -0.3604 1.8685 -3.0300
H -5.5309 -0.2956 -1.3062
H -2.3371 -2.4989 -0.8122
O 3.2626 -1.9826 0.6181
C -0.6353 1.0636 -3.7190
C 4.1844 0.6827 0.3238
C 2.1504 2.3778 -1.4089
H -2.3373 -3.2815 3.3878
H -0.8508 2.4553 -5.3609
C 2.8257 -1.0982 4.8526
H -3.7180 -2.1835 -5.2047
H -2.6273 -0.6456 3.4307
H 0.6457 -1.8082 -3.8469
H 5.4827 -3.5575 0.1867
C 6.5764 0.9074 0.0712
H 7.6432 1.6893 1.7638
H 4.6531 -4.5876 -0.9981
H 0.2012 -3.3991 -5.6586
H -0.7208 -5.6423 -5.1474
C -2.4792 -2.8864 1.2772
C 2.0942 -0.9310 3.6991
H 3.4598 -1.9656 4.9645
H -0.6649 -4.7055 -0.9782
O -0.1549 -0.7677 -1.5114
H 2.1278 -4.1815 1.6917
H 0.3752 3.2106 5.9942
H 5.5946 1.9650 3.1257
H -4.0342 -0.8610 2.4151
C -0.6350 4.6917 3.1194
C -2.7203 -1.6193 -3.3682
C -5.8050 0.5882 -0.7426
H 1.6492 4.2180 -2.3802
C -0.4441 3.9430 0.7018
C -3.0474 -1.4007 -4.8468
C 0.5711 2.3715 4.0117
C -0.4013 -2.4214 0.1268
C 0.2459 -2.7894 -3.6070
H -2.3494 2.2748 1.8902
H 7.4622 0.8005 -0.5416
C 1.9868 3.1970 -2.5140
C 4.6823 -3.5942 -0.5521
H 3.8798 -4.1528 2.0150
H 2.1617 3.3619 -4.6509
C 0.2105 3.3515 4.9335
H 1.9461 1.8121 6.3229
H -3.6383 -1.5695 -2.7749
C 1.9742 1.0048 5.6065
N 1.3011 0.1315 3.5028
Ge -2.4877 0.8474 1.3939
C -1.6597 4.7553 0.2701
C -7.5031 2.0439 0.1374
H -2.3796 2.0423 -4.5999
C 2.7307 1.4204 -3.9338
H -4.9584 1.3605 3.1988
H 0.3128 0.6286 -4.0395
H -4.6249 0.3158 4.5793
H -1.1132 5.6104 2.8057
H 3.3030 -0.2178 6.7557
H 1.3302 -2.4014 1.3437
H -2.3109 -2.6152 -3.2303
O 2.2765 -3.4121 -0.8315
H -2.5878 4.2400 0.5163
C -3.3682 0.9314 -0.3379
H 3.1990 -5.3134 0.8666
C -6.5173 2.8081 0.7419
H 3.4050 1.3349 2.2070
H -1.1236 -6.2875 -2.7946
H 2.9720 1.0377 -4.9179
C -3.3827 -0.1066 2.8595
C 0.2898 -2.0860 -1.1889
H 0.1069 -2.9229 3.4499
C 2.2768 2.7210 -3.7864
C -1.4115 1.6382 -4.9041
O 1.8463 0.6193 0.6850
H 5.2813 0.1975 -1.4659
H -2.1460 -1.4380 -5.4613
H -1.6805 5.7369 0.7415
C -0.4959 -4.3993 -2.0011
C -0.5194 -4.9410 -4.3481
H 4.9073 -2.8802 -1.3423
H 3.2504 -0.4083 -2.9849
H -3.5341 -0.4398 -5.0244
C 2.7435 -0.1199 5.8349
C 2.8103 0.2619 -0.2574
C 1.2698 1.1258 4.4130
H -4.4344 3.0890 1.0812
C 3.1155 -4.2977 1.2510
C 5.5315 1.5589 2.1232
C 5.3395 0.5548 -0.4437
H -0.7114 5.2674 5.1769
H -1.5920 0.8908 -5.6759
H -3.5508 -3.0399 1.2400
H 3.7512 -1.2927 -1.2230
H -6.7855 3.6840 1.3191
H -3.6883 0.9631 -2.3307
*
```

Its energy above the lowest of the compared OMol25 structures with the same formula, charge and spin is 0.00 kcal/mol. The orbital gap is 8.07 eV.

---

- Which of these has the highest energy above the lowest of the compared OMol25 structures with the same formula, charge and spin?
  C58H56GeN4O4P2Pt

---

- Look up the energy above the lowest of the compared OMol25 structures with the same formula, charge and spin of the third one.
  0.00 kcal/mol

---

- Which value of energy above the lowest of the compared OMol25 structures with the same formula, charge and spin does entry 1 give?
  0.46 kcal/mol